1.
A single C4H8N2O3 molecule, computed with ωB97M-V/def2-TZVPD.

Output
- ΔE to the lowest compared entry with this formula, charge and spin (kJ/mol) = 46.4
- HOMO energy (eV) = -9.52
- LUMO (Ha) = 0.02375
- structure (SMILES) = NCC(=O)NCC(=O)O
- Kohn-Sham gap (Eh) = 0.37364
- total charge = 0

```
17
Properties=species:S:1:pos:R:3:mulliken_charge:R:1
N 2.46 -1.55 0.00 -0.60
C 2.70 -0.10 -0.05 -0.20
C 1.41 0.71 -0.05 0.29
O 1.38 1.95 0.05 -0.68
N 0.27 -0.02 -0.08 -0.14
C -0.96 0.71 0.09 -0.49
C -2.13 -0.27 0.03 0.56
O -2.02 -1.47 0.03 -0.58
O -3.29 0.38 -0.06 -0.41
H 2.36 -1.87 0.97 0.20
H 3.17 -2.09 -0.42 0.20
H 3.25 0.08 -0.98 0.28
H 3.27 0.20 0.80 0.26
H 0.31 -1.00 -0.25 0.37
H -0.92 1.21 1.03 0.29
H -1.09 1.55 -0.69 0.29
H -4.00 -0.24 -0.16 0.35
```



2.
2 unconnected molecules or ions with the total composition C3H7N3S, computed with ωB97M-V/def2-TZVPD.

Output
- ΔE to the lowest compared entry with this formula, charge and spin (kJ/mol) = 789.1
- HOMO energy (eV) = -8.62
- LUMO (Ha) = 0.01504
- Kohn-Sham gap (Eh) = 0.33192
- total charge = 0

```
14
Properties=species:S:1:pos:R:3:mulliken_charge:R:1
C 2.37 -0.84 -0.16 -0.78
C 1.39 0.16 0.55 0.09
C -1.68 1.35 0.13 0.06
H 3.18 -0.28 -0.38 0.30
H 2.64 -1.72 0.63 0.23
H 1.78 -1.17 -1.05 0.27
H 1.37 0.42 2.08 0.29
H -2.25 2.30 0.37 0.29
H -3.23 0.68 -0.82 0.29
H -1.32 -1.85 -0.91 0.15
N 0.54 0.51 -0.64 -0.33
N -0.42 1.57 0.21 -0.42
N -2.37 0.25 -0.24 -0.32
S -2.01 -1.39 0.24 -0.12
```



3.
A gas-phase ion, C6H14N3O (charge +1), computed with ωB97M-V/def2-TZVPD.

Output
- ΔE to the lowest compared entry with this formula, charge and spin (kJ/mol) = 450.0
- HOMO energy (spin up / spin down) (eV) = -11.24 / -11.24
- LUMO (spin up / spin down) (Ha) = -0.12732 / -0.12818
- Kohn-Sham gap (spin up / spin down) (Eh) = 0.28578 / 0.28477
- total charge = +1

```
24
Properties=species:S:1:pos:R:3:mulliken_charge:R:1
C -1.29 -0.23 -0.04 0.06
C -2.58 -0.65 -0.08 -0.88
C -1.04 1.18 0.34 0.35
C 1.20 0.07 0.80 -0.23
C -0.99 2.11 -0.89 -1.53
C 2.74 -0.97 -0.53 -0.58
N -0.20 -1.07 -0.32 0.16
N -0.34 -2.33 0.00 -0.60
N 0.40 1.27 0.92 -0.07
O 2.26 0.21 -0.08 -0.41
H -2.78 -1.76 -0.14 0.31
H -3.40 -0.03 0.11 0.36
H -1.68 1.71 1.19 0.30
H 1.44 -0.64 1.60 0.38
H -2.06 2.25 -1.27 0.34
H -0.49 1.55 -1.74 0.39
H -0.53 2.98 -0.78 0.58
H 3.75 -0.75 -0.74 0.28
H 2.18 -1.30 -1.46 0.19
H 2.69 -1.63 0.39 0.34
H 0.42 -2.89 -0.43 0.26
H -0.99 -2.69 0.70 0.21
H 0.91 2.13 0.57 0.40
H 0.38 1.48 1.89 0.40
```



4.
2 unconnected molecules or ions with the total composition C10H17N, computed with ωB97M-V/def2-TZVPD.

Output
- ΔE to the lowest compared entry with this formula, charge and spin (kJ/mol) = 236.8
- HOMO energy (eV) = -9.46
- LUMO (Ha) = 0.03420
- structure (SMILES) = c1ccncc1.CCCCC
- Kohn-Sham gap (Eh) = 0.38192
- total charge = 0

```
28
Properties=species:S:1:pos:R:3:mulliken_charge:R:1
C -2.66 -1.66 -0.42 -0.07
C -3.55 -0.64 -0.75 -0.57
C -3.37 0.51 -0.04 -0.20
N -2.41 0.73 0.88 -0.50
C -1.64 -0.23 1.14 -0.27
C -1.69 -1.50 0.52 -0.61
H -2.68 -2.66 -0.89 0.32
H -4.49 -0.85 -1.32 0.33
H -4.11 1.37 -0.10 0.33
H -0.77 0.05 1.76 0.74
H -0.99 -2.24 0.89 0.40
C -0.23 2.07 0.03 -1.50
C 0.63 1.12 -0.75 -0.29
C 1.69 0.50 0.15 -0.27
C 2.60 -0.53 -0.55 -0.43
C 3.63 -1.11 0.38 -1.26
H -0.84 1.58 0.81 0.48
H 0.37 2.85 0.50 0.41
H -0.95 2.55 -0.60 0.34
H 1.17 1.67 -1.53 0.44
H 0.00 0.37 -1.25 0.25
H 2.33 1.28 0.56 0.33
H 1.20 0.03 1.03 0.01
H 3.09 -0.07 -1.42 0.30
H 1.99 -1.29 -1.00 0.33
H 3.11 -1.64 1.20 0.28
H 4.26 -1.87 -0.09 0.39
H 4.30 -0.39 0.83 0.32
```



5.
2 unconnected molecules or ions with the total composition C9H14, computed with ωB97M-V/def2-TZVPD.

Output
- ΔE to the lowest compared entry with this formula, charge and spin (kJ/mol) = 268.5
- HOMO energy (eV) = -8.83
- LUMO (Ha) = 0.03693
- structure (SMILES) = Cc1ccccc1.CC
- Kohn-Sham gap (Eh) = 0.36131
- total charge = 0

```
23
Properties=species:S:1:pos:R:3:mulliken_charge:R:1
C -0.13 0.84 1.81 -1.34
C 0.03 -0.63 1.38 0.93
C 0.49 -0.91 0.06 -0.51
C 0.10 -2.17 -0.46 -0.60
C -0.22 -3.24 0.38 -0.68
C -0.30 -2.95 1.74 -0.31
C -0.42 -1.67 2.16 -0.58
H -0.71 0.90 2.63 0.46
H -0.56 1.64 1.03 0.19
H 0.93 1.05 2.18 0.27
H 0.96 -0.18 -0.54 0.66
H 0.39 -2.14 -1.45 0.39
H -0.27 -4.20 -0.04 0.42
H -0.36 -3.74 2.45 0.41
H -0.53 -1.58 3.23 0.28
C -0.59 2.07 -1.77 -0.07
C 0.78 2.66 -2.27 -1.01
H -1.19 1.51 -2.60 0.26
H -0.41 1.44 -1.02 -0.47
H -1.11 2.97 -1.54 0.32
H 1.29 2.82 -1.45 0.36
H 0.62 3.58 -2.71 0.43
H 1.21 1.93 -3.18 0.19
```



6.
5 unconnected molecules or ions with the total composition C4H18N2O6, computed with ωB97M-V/def2-TZVPD.

Output
- ΔE to the lowest compared entry with this formula, charge and spin (kJ/mol) = 260.5
- HOMO energy (eV) = -9.05
- LUMO (Ha) = 0.01269
- structure (SMILES) = O=CNCCNCO.O.O.O.O
- Kohn-Sham gap (Eh) = 0.34530
- total charge = 0

```
30
Properties=species:S:1:pos:R:3:mulliken_charge:R:1
O -0.21 -1.73 -1.76 -0.69
C -0.01 -0.52 -1.77 0.23
N -1.08 0.37 -1.40 -0.17
C -2.30 -0.31 -0.85 -0.45
C -2.16 -0.93 0.52 -0.42
N -2.60 -0.07 1.62 -0.47
C -1.67 1.11 1.90 -0.33
O -1.43 1.88 0.71 -0.51
H 0.95 -0.02 -2.18 0.25
H -0.82 1.32 -1.08 0.38
H -3.01 0.63 -0.67 0.27
H -2.75 -1.06 -1.69 0.30
H -1.15 -1.29 0.75 0.29
H -2.86 -1.82 0.60 0.17
H -3.48 0.33 1.18 0.30
H -2.20 1.84 2.59 0.23
H -0.61 0.73 2.25 0.31
H -0.54 2.16 0.88 0.34
O 1.90 -2.50 -0.24 -0.69
H 1.43 -2.36 -0.98 0.31
H 1.36 -3.07 0.29 0.31
O 2.89 1.09 -1.60 -0.64
H 3.39 0.36 -2.09 0.32
H 3.30 0.90 -0.66 0.30
O 1.58 1.90 1.06 -0.54
H 1.99 2.43 0.52 0.26
H 1.96 1.08 1.09 0.33
O 2.78 -0.43 1.32 -0.62
H 3.24 -0.84 2.02 0.29
H 2.29 -1.15 0.93 0.37
```